Density functional theory data (ωB97M-V/def2-TZVPD) for C16H16N6O5Sr as an isolated structure.

For the LUMO energy, the calculation gives -0.7 eV. The value obtained for the energy above the lowest of the compared OMol25 structures with the same formula, charge and spin is 30.9 kJ/mol. The HOMO energy is -8.3 eV. As for the net charge: 0.

```
44
Properties=species:S:1:pos:R:3:forces:R:3
Sr 0.0935 0.2063 -0.4249 -0.91 0.23 0.29
O 3.6482 0.6345 -2.4613 0.13 -0.06 -0.06
C 2.4837 0.3181 -2.3496 -0.33 0.04 0.11
O 1.5231 1.0998 -1.9350 0.44 0.10 -0.37
C 2.0595 -1.1294 -2.7443 0.12 -0.11 0.03
C 0.6440 -1.2652 -3.3268 -0.03 0.07 0.18
C 0.5015 -2.5750 -4.1030 0.06 0.01 -0.12
C 0.3937 -3.6150 -2.9625 0.08 -0.10 -0.01
C 0.5609 -2.7332 -1.7311 -0.03 0.19 0.02
O -0.1823 -1.5395 -2.1481 0.30 -0.21 -0.16
C 2.0113 -2.2370 -1.6026 0.18 0.03 -0.19
C 2.4289 -1.8213 -0.1618 -0.27 0.06 -0.09
O 3.5544 -2.0791 0.2095 0.10 -0.06 0.01
O 1.4974 -1.2434 0.5322 0.45 -0.48 0.03
H 2.7963 -1.4352 -3.4852 0.01 0.00 0.02
H 0.2729 -0.3737 -3.8249 -0.03 0.00 0.01
H 1.3560 -2.7438 -4.7572 -0.01 -0.01 0.01
H -0.3981 -2.5650 -4.7166 -0.01 0.01 0.00
H 1.1550 -4.3922 -3.0134 -0.01 0.01 0.00
H -0.5854 -4.0924 -2.9593 0.00 -0.01 0.01
H 0.1398 -3.1128 -0.8034 -0.04 -0.01 -0.02
H 2.6959 -3.0371 -1.8795 0.02 0.02 0.02
N 1.4692 3.4367 0.2264 0.00 0.08 0.03
C 0.5631 3.3028 1.1979 0.03 -0.08 -0.11
N 0.4817 4.2498 2.1336 -0.03 -0.05 -0.05
C -0.4317 4.0229 3.0710 0.03 -0.02 0.21
N -0.5655 4.9358 4.0460 -0.05 -0.03 -0.02
N -1.2460 2.9431 3.1548 0.11 0.12 -0.13
C -1.0888 2.0824 2.1701 -0.19 -0.09 0.09
N -0.2250 2.2003 1.1680 -0.16 -0.08 0.03
C -1.9743 0.8559 2.2217 0.03 0.10 0.02
C -2.7203 0.6086 3.3644 0.00 0.00 -0.02
C -3.5065 -0.5305 3.4107 -0.03 0.01 0.07
C -3.5329 -1.3834 2.3218 0.00 -0.02 -0.04
C -2.7651 -1.0566 1.2157 -0.09 0.08 0.13
N -2.0062 0.0344 1.1643 0.09 0.27 0.12
H 2.0905 4.2250 0.2734 0.00 0.00 -0.01
H 1.6135 2.7469 -0.5082 0.01 -0.02 0.00
H 0.0518 5.7258 4.0791 0.01 -0.01 -0.03
H -1.2069 4.7505 4.7944 0.01 0.03 0.01
H -2.6677 1.3039 4.1879 0.00 -0.01 0.00
H -4.0915 -0.7484 4.2945 0.00 -0.01 -0.01
H -4.1298 -2.2842 2.3254 0.00 0.00 -0.02
H -2.7617 -1.6901 0.3358 0.02 -0.01 0.00
```
Positions in Å, forces in eV/Å.

Atom charges from the natural (NBO) analysis, given in e for atoms 1 to 6:
1 Sr 1.837
2 O -0.627
3 C 0.781
4 O -0.966
5 C -0.362
6 C 0.088